a) A 2-piece molecular cluster, C3H9O overall, computed with wB97M-V/def2-TZVPD.

Bonds (Å) are listed after each position.
Atoms and positions in Å:
1 C -1.29 -0.56 2.06  H2 1.090, H3 1.092, H4 1.083, H5 1.090
2 H -0.24 -0.65 1.77  C1 1.090
3 H -1.62 -1.58 2.28  C1 1.092
4 H -1.58 0.14 2.83  C1 1.083
5 H -1.77 -0.32 1.11  C1 1.090
6 C 0.26 -0.04 -0.88  O7 1.331, C8 1.594, H9 1.123, H10 1.129
7 O 0.67 -1.25 -0.49  C6 1.331
8 C 1.38 0.80 -1.64  C6 1.594, H11 1.096, H12 1.092, H13 1.091
9 H -0.62 -0.11 -1.58  C6 1.123
10 H -0.10 0.70 -0.11  C6 1.129
11 H 1.05 1.59 -2.32  C8 1.096
12 H 1.95 1.22 -0.81  C8 1.092
13 H 1.92 0.05 -2.21  C8 1.091

Properties
- Gap between HOMO and LUMO: 6.716 eV
- 2S+1: 1
- Net charge: -1

=====

b) A 2-piece molecular cluster, C3H9O overall, computed with wB97M-V/def2-TZVPD.

Bonds (Å) are listed after each position.
Atoms and positions in Å:
1 C 1.32 -0.13 1.78  H2 1.087, H3 1.082, H4 1.091, H5 1.095
2 H 1.50 -1.09 2.24  C1 1.087
3 H 1.27 -0.23 0.70  C1 1.082
4 H 1.94 0.68 2.17  C1 1.091
5 H 0.30 0.13 2.07  C1 1.095
6 C -0.77 -0.71 -1.00  O7 1.354, C8 1.563, H9 1.113, H10 1.133
7 O -1.26 -1.07 0.20  C6 1.354
8 C -0.74 0.84 -1.20  C6 1.563, H11 1.102, H12 1.096, H13 1.092
9 H -1.40 -1.10 -1.83  C6 1.113
10 H 0.23 -1.07 -1.39  C6 1.133
11 H -1.35 1.10 -2.08  C8 1.102
12 H 0.27 1.27 -1.22  C8 1.096
13 H -1.32 1.38 -0.44  C8 1.092

Properties
- Gap between HOMO and LUMO: 6.529 eV
- 2S+1: 1
- Net charge: -1

=====

Energetically preferred structure: a) | next structure: +0.202 eV